Entry 1:
12
Properties=species:S:1:pos:R:3 method="wB97M-V/def2-TZVPD" lumo_energy_ev=0.57 e_homo_ev=-9.41 de_lowest_kcal_mol=10.36 fmax_ev_per_a=3.6 orbital_gap_ha=0.3670
H -3.01 1.10 1.85
C -2.81 1.16 0.71
Cl -1.44 -1.29 -0.77
H 1.07 -0.68 -1.27
C -1.33 1.08 0.57
H -3.36 0.37 0.21
Cl 1.56 -1.21 0.90
H -3.14 2.08 0.28
C -0.64 0.14 -0.19
H -0.74 1.69 1.25
C 0.90 -0.09 -0.37
Cl 1.78 1.42 -0.52

Entry 2:
103
Properties=species:S:1:pos:R:3 method="wB97M-V/def2-TZVPD" lumo_energy_ev=-8.44 charge=+2 e_homo_ev=-13.39 de_lowest_kcal_mol=0.00 fmax_ev_per_a=0.8 orbital_gap_ha=0.1818
H -5.21 -4.47 1.44
C 1.18 2.46 -1.50
H -3.14 -0.33 -3.62
C 3.09 -3.15 -4.34
H -2.43 -2.35 0.20
C -1.27 0.23 2.27
Pb 2.00 0.74 1.08
H 4.00 -0.87 -1.92
C -1.77 -1.91 -4.26
H 2.45 -4.03 -4.43
C 1.63 -2.14 -2.56
H 4.11 -3.47 -4.56
C 2.37 4.76 3.83
H 6.59 0.88 -0.93
H -2.64 -3.56 -5.35
H -1.18 -0.07 -5.30
N 3.41 1.75 -0.62
C -5.77 -2.24 2.76
C -2.38 0.23 3.23
H -2.16 -3.98 -3.70
N 1.66 3.22 1.99
C -3.65 1.04 5.26
C 2.67 2.38 -1.60
H 5.53 0.45 0.42
H -3.55 -1.95 -3.01
C 1.43 5.87 3.55
O -0.28 0.93 2.39
N -0.33 -0.76 0.29
H -3.58 1.68 6.13
H 0.67 3.18 2.22
N 4.77 2.44 -2.16
C -1.35 -0.74 1.09
C -3.41 -0.61 2.99
C -1.05 -1.17 -1.97
H 4.94 -1.57 -3.24
H 1.79 3.85 1.21
H -4.67 -2.06 -0.52
H -3.68 -4.06 0.69
H -0.99 2.70 3.88
H 4.61 3.26 5.26
H -1.45 -0.53 5.67
H -6.25 -2.54 0.12
N 3.87 3.51 4.63
N 3.24 4.71 4.77
H 2.80 -2.42 -5.10
H -6.14 -1.22 2.85
C 3.93 -1.30 -2.92
H -2.69 2.94 3.40
O 0.55 3.02 -2.40
C -0.74 -1.72 -3.18
H -1.16 1.09 6.32
C 4.68 1.80 -0.98
C -0.11 -1.18 -0.93
H -6.62 -2.88 2.53
C -1.88 -3.41 -4.59
C 0.60 -2.20 -3.44
H -0.25 0.52 4.91
H -2.19 3.16 5.08
H -0.94 -3.82 -4.98
N 2.43 3.58 3.08
C 3.60 -3.63 -1.97
C -1.30 -1.14 -5.52
H 2.99 -4.53 -2.01
C -1.22 0.50 5.40
H 4.61 -3.89 -2.27
C 3.52 2.82 -2.58
H 1.49 3.58 -3.59
C 3.39 3.54 -3.88
C -2.03 2.57 4.19
C -2.33 1.09 4.50
H -2.02 -0.74 -1.77
C -5.36 -1.94 0.32
C -4.32 -3.86 1.55
H 3.55 -0.55 -3.61
O 2.18 3.87 -4.25
H -4.24 -0.61 3.68
O 4.39 3.78 -4.50
H 3.63 -3.28 -0.94
C 3.41 2.79 3.61
C 3.04 -2.56 -2.94
H 1.52 6.21 2.52
H -3.84 -1.53 -4.69
O 0.66 1.94 -0.45
H 1.65 6.69 4.23
C -3.15 -1.39 -3.86
H -3.79 -4.19 2.45
C -2.44 -1.63 1.00
H -2.04 -1.24 -6.30
H 6.31 2.04 0.37
H -3.88 0.03 5.62
C -4.73 -2.38 1.65
H -0.35 -1.51 -5.91
H 5.60 2.65 -2.70
C 1.33 -1.60 -1.23
C 5.84 1.26 -0.24
O 2.17 -1.39 -0.37
H 0.80 -2.61 -4.42
H -5.67 -0.89 0.36
S 3.92 1.27 3.11
H 0.39 5.56 3.72
H -4.48 1.40 4.65
C -3.49 -1.54 1.87
H -5.37 -2.56 3.73

Entry 3:
12
Properties=species:S:1:pos:R:3 method="wB97M-V/def2-TZVPD" lumo_energy_ev=1.07 e_homo_ev=-9.05 de_lowest_kcal_mol=32.10 smiles="C=C(C)C" fmax_ev_per_a=3.8 orbital_gap_ha=0.3718
H 0.85 1.97 0.32
H -0.82 -0.73 1.87
C 0.52 1.31 -0.50
H -1.04 -1.77 -0.38
H -0.06 2.05 -1.36
H 0.77 -1.60 1.29
C -0.75 -0.81 -0.91
C -0.05 -0.03 -0.06
H -1.18 -0.38 -1.88
H 0.71 0.20 1.86
C 0.16 -0.61 1.37
H 1.48 1.08 -1.16

Entry 4:
61
Properties=species:S:1:pos:R:3 method="wB97M-V/def2-TZVPD" lumo_energy_ev=-0.84 e_homo_ev=-6.90 de_lowest_kcal_mol=63.71 fmax_ev_per_a=4.6 orbital_gap_ha=0.2228
H -3.14 0.87 2.48
O 0.22 1.42 1.83
C -1.86 -2.19 1.83
C -2.41 -2.40 0.58
C 1.77 -3.22 -1.30
C -1.50 1.44 -1.75
C 5.43 -2.23 -5.13
H -3.64 -1.58 -0.99
H -1.27 -2.97 2.30
C -0.10 -4.49 -2.84
H -2.94 2.28 -3.09
C -0.39 -3.36 -2.07
O -0.88 3.23 2.51
H 4.83 -1.44 -5.55
H -3.58 4.09 -1.50
C 4.84 -3.36 -4.62
O -1.86 -0.47 -3.06
H 7.61 -5.08 -3.70
O 2.35 -1.46 0.18
C -1.31 2.41 0.32
C 3.56 -4.62 -2.21
C 7.60 -3.13 -4.58
C 4.07 -2.87 -0.60
C 1.18 -4.98 -2.84
C 2.17 -4.33 -2.09
C -3.20 -1.42 -0.01
H -4.11 0.50 0.25
H -1.51 -1.74 4.45
C -2.26 3.38 0.03
C -2.10 -1.01 2.53
H 8.67 -3.02 -4.57
H -2.07 -0.06 4.45
Ba 0.58 -0.40 -0.50
H -0.47 -0.48 3.80
C -2.85 3.35 -1.23
H -1.38 -2.92 -2.11
H 5.52 -4.13 -1.51
C -0.59 2.29 1.61
C -3.46 -0.25 0.68
N 3.97 -5.65 -3.02
H -0.86 -4.94 -3.45
C -2.49 2.35 -2.12
Br 7.63 -0.52 -5.73
C -2.91 -0.04 1.94
N 4.98 -5.58 -3.73
C 4.47 -3.87 -1.46
N 0.49 -2.77 -1.30
C 5.61 -4.39 -4.08
H 1.46 -5.85 -3.42
H -2.52 4.13 0.76
C 7.00 -4.28 -4.10
C -1.51 -0.81 3.89
C 6.81 -2.11 -5.09
H -2.27 -3.35 0.09
H -0.36 3.09 3.32
N -0.94 1.48 -0.56
C -1.01 0.25 -2.58
H 4.79 -2.34 0.01
O 0.23 0.11 -2.58
H 3.76 -3.47 -4.66
C 2.72 -2.46 -0.52

Entry 5:
77
Properties=species:S:1:pos:R:3 method="wB97M-V/def2-TZVPD" lumo_energy_ev=-4.71 charge=+1 e_homo_ev=-12.26 de_lowest_kcal_mol=0.00 fmax_ev_per_a=2.9 orbital_gap_ha=0.2771
F -2.84 -4.37 5.09
Cl 2.77 2.41 2.45
H 0.72 7.73 -4.99
H 0.43 5.52 1.31
Cl -1.39 8.23 -4.07
C -2.36 0.95 -5.28
C 0.70 -0.29 2.40
H -0.32 2.80 2.98
C -3.00 -3.33 4.23
O 0.48 2.25 0.14
H 3.72 -3.68 0.87
C 0.28 -3.01 -5.54
Cl 1.18 -4.04 -6.65
C 2.12 5.60 5.46
H 1.04 -2.30 3.40
C 0.36 7.94 -3.99
H 0.84 8.83 -3.60
Cl 0.69 4.56 5.54
H -0.65 -4.02 3.44
C 0.34 -1.67 2.74
H -3.43 0.98 -5.10
H -1.12 -4.17 1.72
H -2.21 0.49 0.55
H 4.99 2.36 3.22
H 0.46 -1.97 -5.79
H -1.92 1.92 -5.04
Cl 4.35 0.09 3.24
H -1.16 -11.01 0.25
Cl -1.63 -0.29 -4.24
Cl 2.35 -5.82 -1.51
F -2.31 -2.26 4.74
H 1.68 0.08 2.77
Cl -2.88 2.74 -2.11
H -0.60 3.07 -1.63
Cl 2.63 6.33 1.56
H 2.83 5.17 4.76
C -1.16 2.81 -2.52
C -1.46 -0.09 1.15
H 4.83 1.69 1.58
C 4.39 1.73 2.57
Cl 1.82 -3.56 2.27
C 1.03 6.28 0.81
Cl 0.72 -12.13 -0.61
Cl -6.19 5.45 -4.08
N -0.86 -2.17 2.30
H 0.35 -10.44 1.00
C 2.60 -7.57 -1.48
H -0.84 1.84 -2.89
C 2.97 -4.40 1.20
F -4.33 -2.99 4.26
Cl -0.85 4.03 -3.77
Cl -0.10 -9.36 -1.05
C -0.21 0.54 1.61
H 3.44 -7.82 -2.13
C -1.75 -1.45 1.52
H 1.14 6.04 -0.24
Cl 3.77 -5.73 2.03
O 0.19 3.04 2.17
H -2.72 -1.89 1.17
Cl 2.95 -8.14 0.16
Cl 2.89 5.75 7.04
Cl 0.20 7.84 0.95
Cl -6.20 6.65 -1.42
H 1.70 -8.06 -1.84
Cl 0.77 -3.29 -3.86
H -4.69 5.07 -2.30
H -4.48 6.68 -3.03
Cl 0.73 6.57 -2.93
H -0.78 -3.23 -5.64
C -5.20 5.95 -2.70
Cl -2.07 0.60 -6.98
H 2.42 -4.79 0.34
C 0.16 2.02 1.27
O -2.70 -3.62 2.92
C -0.13 -10.73 0.07
H 1.82 6.59 5.12
C -1.30 -3.56 2.65

Entry 6:
11
Properties=species:S:1:pos:R:3 method="wB97M-V/def2-TZVPD" lumo_energy_ev=0.30 e_homo_ev=-9.23 de_lowest_kcal_mol=62.88 smiles=Oc1noc(S)c1O fmax_ev_per_a=2.9 orbital_gap_ha=0.3500
C 0.62 0.85 -0.88
C 0.10 -0.21 1.02
H -0.09 0.82 -2.59
S -0.58 -1.05 2.38
H -1.95 -0.91 -0.14
O -1.48 -0.44 -0.82
C -0.37 0.07 -0.22
O 1.22 0.47 1.12
N 1.62 1.07 -0.08
H 0.35 -2.03 2.35
O 0.58 1.36 -2.14

Entry 7:
66
Properties=species:S:1:pos:R:3 method="wB97M-V/def2-TZVPD" lumo_energy_ev=2.64 charge=-1 e_homo_ev=-5.67 fmax_ev_per_a=0.9 orbital_gap_ha=0.3056
H -2.19 -4.10 1.61
H 0.73 -2.78 3.47
H 0.06 0.24 -2.65
C -1.88 -0.46 -1.95
H -3.70 0.50 -2.62
H -3.20 0.94 -0.97
C 2.30 3.39 -1.23
H -2.70 4.12 0.89
C -3.26 0.13 -1.69
H 2.74 -1.58 -3.11
H 3.10 -1.01 -0.65
O 3.13 3.89 -1.97
H -0.67 5.39 0.58
O 1.19 3.83 4.08
H -0.18 -0.48 2.76
H -1.72 -0.41 1.90
C 2.60 -2.63 -2.86
H 1.53 5.32 -0.59
H -0.77 1.35 -1.56
O -1.81 2.25 1.09
H 0.36 4.23 -1.37
C 1.19 4.28 -0.66
H -1.43 2.25 1.99
C -1.81 3.57 0.57
H 4.07 -2.50 -0.59
Si 0.05 -1.38 -0.17
C 1.11 3.29 2.99
H -2.99 -2.98 2.73
Pd 0.71 1.78 0.48
C 3.07 -2.08 -0.47
O 0.87 -0.12 0.34
H -1.68 -0.94 3.59
C -0.25 -3.22 3.26
O 0.81 -2.16 -1.40
C -0.96 -2.42 2.19
H 3.56 -3.15 -2.99
C 1.67 4.01 1.75
O 0.55 2.17 2.70
C -0.60 4.38 1.00
H -1.32 1.18 -3.24
H 1.31 -4.75 -1.79
H -3.91 -0.65 -1.28
H -0.64 4.49 2.09
C -1.14 -0.97 2.64
O 2.20 2.15 -0.91
N 0.71 3.79 0.64
C 2.10 -2.77 -1.43
C -1.95 -1.54 -3.02
H 1.87 -3.06 -3.55
H -0.82 -3.23 4.19
O -0.15 -2.51 1.02
C -0.91 0.64 -2.38
H -2.77 -2.54 1.02
H 2.91 -4.74 -1.01
H -0.10 -4.25 2.93
H -1.86 3.46 -0.52
C -2.32 -3.05 1.87
H -0.98 -2.02 -3.14
H 2.63 3.59 1.44
H -2.68 -2.30 -2.73
H 1.45 -4.32 -0.08
C 1.94 -4.24 -1.06
H 2.76 -2.22 0.57
H 1.80 5.08 1.97
H -2.26 -1.12 -3.98
O -1.47 -1.05 -0.73

Entry 8:
45
Properties=species:S:1:pos:R:3 method="wB97M-V/def2-TZVPD" lumo_energy_ev=-0.87 e_homo_ev=-9.47 de_lowest_kcal_mol=37.13 fmax_ev_per_a=3.4 orbital_gap_ha=0.3160
O -0.15 -0.36 -0.28
O 2.00 -1.91 -0.18
O -0.32 -3.06 1.45
O 3.27 -0.33 -2.02
H -0.42 2.24 0.25
O -1.47 -0.52 4.05
H 4.05 0.09 0.71
O -2.48 0.92 -1.26
H 0.22 -2.91 -1.89
O 3.20 0.33 1.05
H 3.76 0.41 -1.75
H 2.45 0.05 -2.33
H 0.07 2.64 -2.09
H -3.03 -1.24 1.57
H -1.52 3.16 0.64
H -0.39 -3.12 0.50
H -2.18 0.27 -1.86
H -2.82 0.75 0.51
O -0.88 2.54 1.02
H -3.28 1.38 1.82
H -2.03 1.73 -1.55
H -0.33 -0.34 0.67
H -0.86 -0.33 3.34
H 1.16 -1.60 -0.43
H 2.67 -0.41 0.84
O 1.61 1.71 -0.67
H 1.47 -0.29 2.79
H -0.59 -1.86 -1.07
H -1.20 -2.87 1.69
O -3.09 0.52 1.40
H 2.44 -1.53 -0.93
O 1.01 0.17 -3.29
H -0.90 3.53 -2.91
O -0.49 -2.81 -1.24
H 1.22 0.51 -4.15
H 2.24 1.26 -0.15
H 0.37 0.43 -0.45
O 0.66 0.07 2.44
O -3.08 -2.18 1.70
H -3.43 -2.19 2.60
H 0.79 1.02 2.53
H -2.27 -0.10 3.80
H 1.34 -0.75 -3.29
H 2.00 1.89 -1.54
O -0.79 3.07 -2.05

Entry 9:
44
Properties=species:S:1:pos:R:3 method="wB97M-V/def2-TZVPD" lumo_energy_ev="-5.38 / -5.38" charge=+1 e_homo_ev="-11.00 / -11.01" fmax_ev_per_a=3.8 orbital_gap_ha="0.2064 / 0.2069"
C -1.04 0.94 -3.23
C 3.72 -2.49 -1.48
H -2.81 1.17 -6.11
C 1.84 -3.16 0.43
H -2.38 -2.04 4.16
C -1.69 2.77 -5.22
C -0.88 3.75 2.69
C -0.13 1.40 2.18
S -0.60 -0.26 -2.03
H 2.56 -5.15 0.23
C -0.94 2.29 2.97
H -2.17 -2.60 2.01
O 0.65 1.88 1.29
S 0.23 2.83 -1.71
H -0.57 4.19 -4.06
C 3.60 -3.81 -1.06
C -0.61 2.27 -3.13
H -0.63 -2.30 4.34
I 3.34 0.52 -1.48
N -1.76 1.82 3.86
H -1.23 3.96 1.68
C -1.41 -1.91 3.67
C 1.96 -1.81 0.06
H -2.62 0.27 4.85
C 2.67 -4.13 -0.10
H 0.15 4.11 2.75
H 4.43 -2.23 -2.25
H 1.07 -3.45 1.12
C -2.17 1.47 -5.29
N 1.12 -0.82 0.59
C -1.17 -0.44 3.42
H 4.25 -4.56 -1.49
H -1.93 3.48 -6.00
C -1.85 0.56 -4.30
H -2.22 -0.46 -4.33
C -1.90 0.53 4.10
C 0.62 -0.95 1.78
H 0.87 -1.83 2.37
O -1.34 -2.68 2.49
C 2.93 -1.52 -0.91
Os 0.71 0.94 -0.52
C -0.93 3.17 -4.14
H -1.50 4.30 3.39
C -0.25 -0.01 2.44

Entry 10:
13
Properties=species:S:1:pos:R:3 method="wB97M-V/def2-TZVPD" lumo_energy_ev=-1.00 e_homo_ev=-8.95 de_lowest_kcal_mol=81.46 smiles="C=C=CC.O=P" fmax_ev_per_a=5.0 orbital_gap_ha=0.2919
C 0.76 -0.94 0.26
H 2.67 1.35 -0.44
H -1.07 -1.87 0.37
H 1.27 0.45 1.68
H 1.15 2.20 -0.45
P -3.40 0.57 0.53
H -2.00 0.86 0.48
C 1.17 0.29 0.52
H 1.08 0.97 -1.49
C -0.01 -1.97 0.13
C 1.49 1.25 -0.59
O -3.44 -0.31 -0.64
H 0.33 -2.85 -0.35